Entry from the Open Molecules 2025 dataset: a molecular structure, C31H36InN5O2 in a non-equilibrium geometry (wB97M-V/def2-TZVPD).

Results
Orbital gap, eV: 6.6
Energy above the lowest of the compared OMol25 structures with the same formula, charge and spin, eV: 3.860
HOMO level, eV: -6.26

The geometry in XYZ format:
```
75
Properties=species:S:1:pos:R:3:forces:R:3
In 0.1579 -0.1398 0.0908 -0.21 -0.26 -0.15
C -3.9890 2.0802 0.0545 -0.41 -0.32 -0.04
C -2.9621 1.2140 0.4642 -0.04 -0.01 -0.13
N -2.2454 0.5097 -0.3805 -0.10 -0.02 -0.01
C -2.4806 0.6114 -1.7176 -0.24 -1.42 -0.02
C -3.4973 1.4492 -2.2193 -1.35 -1.12 -0.58
C -4.2459 2.1923 -1.2815 -1.10 -0.56 0.11
C -3.7426 1.5095 -3.6149 -0.02 0.08 0.32
C -2.9966 0.7208 -4.4372 0.27 -0.20 -0.05
C -1.9710 -0.1229 -3.9552 -0.18 0.09 -0.09
C -1.6530 -0.1971 -2.6037 -0.11 -0.12 0.09
N -0.7182 -0.9549 -1.9723 -0.01 0.26 0.14
C 0.0438 -1.9544 -2.4963 0.05 -0.08 -0.07
C 0.4611 -2.1585 -3.8052 0.07 -0.10 0.02
C 1.2516 -3.2723 -4.1714 -0.07 0.15 -0.05
C 1.6591 -4.2041 -3.2655 0.01 -0.01 0.09
C 1.3028 -4.0290 -1.9036 0.05 -0.02 -0.04
C 1.7113 -4.9181 -0.8855 0.06 -0.07 -0.03
C 1.3622 -4.6862 0.4128 0.00 0.03 0.06
C 0.6005 -3.5414 0.7065 -0.03 0.00 -0.14
N 0.1919 -2.7031 -0.2149 0.12 -0.10 0.05
C 0.5225 -2.9209 -1.5179 -0.13 0.13 0.12
H -4.5542 2.6386 0.7887 0.03 0.02 -0.01
H -2.7189 1.1017 1.5165 0.00 0.00 -0.02
H -5.0280 2.8517 -1.6422 0.04 -0.01 0.00
H -4.5158 2.1626 -3.9996 0.01 0.00 0.04
H -3.1830 0.7419 -5.5047 0.01 -0.03 0.00
H -1.4465 -0.7298 -4.6704 -0.02 0.01 -0.05
H 0.2176 -1.4384 -4.5670 0.04 -0.01 -0.03
H 1.5443 -3.3771 -5.2099 -0.03 0.02 0.01
H 2.2592 -5.0562 -3.5603 -0.01 0.01 0.02
H 2.3103 -5.7815 -1.1524 0.00 0.01 -0.01
H 1.6726 -5.3500 1.2083 -0.02 -0.01 0.00
H 0.3269 -3.3070 1.7303 0.02 0.03 0.00
O -0.5050 -0.3991 3.0553 -0.17 -0.48 -0.12
C 0.4781 0.4155 3.6805 -0.17 -0.01 -0.08
C -0.0264 1.8361 3.8271 0.25 0.26 0.11
C -0.0539 2.5926 2.5044 -0.08 -0.10 0.30
C 1.2529 2.7427 1.7990 -0.01 -0.06 0.11
C 2.4943 2.6808 2.3853 0.04 -0.07 0.08
C 3.6728 2.8305 1.6652 -0.09 0.01 -0.01
C 3.5445 3.0415 0.3078 -0.02 0.00 -0.03
C 2.2993 3.1162 -0.2790 -0.20 -0.03 0.10
N 1.1374 2.9935 0.4430 0.14 0.32 -0.21
H -1.3012 -0.4534 3.5945 0.11 0.08 0.13
H 1.3257 0.3716 2.9974 0.08 0.03 0.05
H 0.8035 0.0102 4.6427 -0.16 -0.14 0.04
H 0.5541 2.3466 4.6009 0.06 0.12 -0.08
H -1.0564 1.8111 4.1992 0.06 -0.05 0.11
H -0.4833 3.5891 2.6527 -0.10 0.00 -0.12
H -0.7300 2.0870 1.8101 0.08 0.09 0.16
H 2.5391 2.5006 3.4504 -0.04 -0.01 0.04
H 4.6381 2.7718 2.1474 -0.02 0.01 -0.01
H 4.4106 3.1515 -0.3313 -0.02 0.00 -0.01
H 2.1831 3.2742 -1.3290 -0.05 0.03 -0.15
C 4.3347 -1.8695 0.6393 -0.11 0.00 -0.03
O 3.1075 -1.3358 0.1595 0.21 -0.11 0.02
H 5.1969 -1.3081 0.2698 0.01 0.01 -0.02
H 4.4537 -2.9235 0.3737 0.00 -0.01 0.01
H 4.3096 -1.7875 1.7240 0.01 0.00 0.02
H 3.0472 -1.5037 -0.7866 -0.01 0.00 -0.03
C -1.9166 3.4003 -1.4341 1.17 0.45 0.46
C -0.3882 3.4798 -1.3731 0.16 0.18 -0.11
C 0.0119 4.9453 -1.6267 0.01 -0.13 0.10
C 0.1600 2.5412 -2.4773 -0.05 0.19 0.00
N -0.1010 3.0465 0.0032 0.02 0.34 -0.42
H -2.2866 3.8548 -2.3564 0.00 -0.06 -0.04
H -2.3529 3.9150 -0.5773 0.18 0.20 -0.12
H -2.2429 2.3542 -1.4063 1.76 2.55 0.27
H -0.2930 5.2462 -2.6319 -0.01 -0.04 0.02
H 1.0809 5.1229 -1.5427 0.16 0.02 0.01
H -0.4930 5.5900 -0.9049 -0.01 -0.01 -0.02
H -0.5455 2.5148 -3.3107 0.02 -0.03 -0.01
H 0.2602 1.5232 -2.0943 0.06 0.07 -0.13
H 1.1190 2.8546 -2.8935 0.03 -0.01 0.04
```
Positions in Å, forces in eV/Å.